Entry 1:
Computed, not measured: a single C3H6N2O molecule, with wB97M-V/def2-TZVPD.

Element x y z (Å)
1 C 1.0169 0.6106 0.0843
2 C 1.2590 0.3596 1.4910
3 C -1.4952 -0.7253 -0.9076
4 N 0.8566 1.3126 -0.9555
5 N -0.1079 -0.6215 -1.1211
6 O 0.1910 0.6683 -1.8281
7 H 2.0187 -0.3658 1.8483
8 H 1.4343 1.2900 2.1000
9 H 0.3447 -0.1804 1.9420
10 H -1.6559 -1.8177 -0.8417
11 H -1.8404 -0.2422 0.0152
12 H -2.0217 -0.2882 -1.8267

Atomic forces in eV per Å
C -2.728 -2.686 -2.559
C -0.755 -0.342 2.558
C -1.063 -0.142 -0.666
N 2.170 1.287 2.453
N 3.584 1.599 1.345
O -1.555 -0.773 -1.409
H 0.226 0.521 -1.201
H -0.323 -0.669 -0.773
H 0.803 1.241 -0.845
H -0.512 0.521 -0.025
H -0.323 0.142 -0.166
H 0.475 -0.699 1.288

Orbital gap (spin up / spin down) (eV): 8.713 / 8.710
HOMO (spin up / spin down) (eV): -8.3 / -8.3
LUMO level (spin up / spin down) (eV): 0.36 / 0.36
Energy above the lowest of the compared OMol25 structures with the same formula, charge and spin (kJ/mol): 739.07

=====

Entry 2:
Computed, not measured: a single C5H10Cl4Si molecule, with wB97M-V/def2-TZVPD.

Element x y z (Å)
1 C 1.4825 -1.1814 -0.1841
2 C 0.5447 1.2626 1.3010
3 C -1.6827 -0.5759 -0.3085
4 C 0.0997 0.9457 -2.2046
5 C 1.2408 1.9061 -2.4358
6 Si 0.1217 0.1895 -0.2745
7 Cl 0.3899 -0.5726 -3.2331
8 Cl 0.9439 3.3914 -1.5054
9 Cl 1.5442 2.4512 -4.1476
10 Cl 2.8033 1.1036 -1.9071
11 H 2.5678 -0.8082 -0.0356
12 H 1.3673 -1.6506 0.7381
13 H 1.1805 -1.9674 -0.8658
14 H -0.3626 1.7035 1.7571
15 H 0.6462 0.4677 2.1110
16 H 1.5945 1.6992 1.2792
17 H -2.4006 0.3085 -0.4699
18 H -1.8206 -1.4216 -1.0961
19 H -1.7898 -1.0724 0.6390
20 H -0.8363 1.3395 -2.4410

Atomic forces in eV per Å
C 0.328 1.720 -0.159
C -0.095 -2.048 0.521
C 0.690 0.450 -1.387
C 2.487 -1.907 1.483
C 1.035 0.136 -0.553
Si 0.349 -0.682 -0.516
Cl -0.553 1.060 0.460
Cl -0.001 -0.300 0.128
Cl -0.454 -0.441 0.555
Cl -0.630 0.915 -0.267
H -1.779 -0.739 -1.272
H -0.772 -0.793 2.089
H 1.024 -0.001 -0.711
H 0.901 1.184 -0.653
H 0.199 0.230 -1.131
H -1.834 0.286 -0.033
H 0.763 -1.630 0.359
H 0.323 1.812 1.073
H -0.582 0.044 0.623
H -1.398 0.704 -0.610

Orbital gap (eV): 10.750
HOMO (eV): -10.3
SMILES: C[Si](C)(C)[C@H](Cl)C(Cl)(Cl)Cl
LUMO level (eV): 0.50

=====

Entry 3:
Computed, not measured: a single C4H5NO2 molecule, with wB97M-V/def2-TZVPD.

Element x y z (Å)
1 C 0.4411 -0.1242 -0.1855
2 C -0.8868 0.5463 -0.6226
3 C -0.3379 -0.4240 1.1101
4 C 1.5685 0.8399 -0.1067
5 H 0.0999 -1.8733 -0.9799
6 H -0.8637 1.6294 -0.5238
7 H -1.3118 0.2484 -1.5823
8 H -0.3081 -1.4638 1.4346
9 H -0.0682 0.2887 1.9162
10 N 2.3827 1.6473 -0.0155
11 O 0.8451 -1.2448 -0.9239
12 O -1.5606 -0.0699 0.4792

Atomic forces in eV per Å
C 0.239 0.413 -0.449
C 0.031 -0.189 0.059
C 0.629 0.627 0.337
C 0.003 -0.304 0.121
H 0.407 0.447 0.074
H -0.028 0.147 -0.061
H 0.176 -0.008 -0.021
H 0.041 0.050 0.124
H -0.191 -0.528 -0.180
N -0.299 -0.312 -0.048
O -0.249 -0.287 -0.071
O -0.759 -0.056 0.113

Orbital gap (eV): 11.333
HOMO (eV): -10.7
SMILES: N#CC1(O)COC1
LUMO level (eV): 0.59
Energy above the lowest of the compared OMol25 structures with the same formula, charge and spin (kJ/mol): 215.11

=====

Entry 4:
Computed, not measured: CH5N2O as an isolated structure, with wB97M-V/def2-TZVPD.

Element x y z (Å)
1 C -0.5146 0.8116 -0.0516
2 N 0.5049 1.4346 -0.2524
3 N -1.7135 0.4378 0.0494
4 O 1.8112 1.2230 -0.2010
5 H -0.1173 1.7847 3.0085
6 H -0.5090 1.2623 2.5172
7 H -2.1667 0.4752 1.0325
8 H -2.1559 0.0697 -0.7794
9 H 2.1867 2.0758 -0.3622

Atomic forces in eV per Å
C 3.844 2.068 -0.759
N -2.598 -1.339 0.580
N -0.992 -0.041 2.326
O -0.982 -1.488 0.296
H -1.070 -1.380 -1.319
H 1.068 1.375 1.419
H 0.596 -0.233 -2.312
H -0.587 -0.245 0.066
H 0.722 1.283 -0.297

Orbital gap (eV): 12.023
Net charge: +1
HOMO (eV): -17.0
LUMO level (eV): -4.95
Energy above the lowest of the compared OMol25 structures with the same formula, charge and spin (kJ/mol): 462.78

=====

Entry 5:
Computed, not measured: an isolated ion of composition C3H3O3S and charge -1, with wB97M-V/def2-TZVPD.

Element x y z (Å)
1 C 0.4069 1.0480 0.5679
2 C -0.7698 -1.2978 0.1974
3 C -0.0273 -0.0702 -0.2857
4 O 1.1117 2.0170 -0.1286
5 O 0.2196 1.1175 1.7767
6 O 0.5976 -1.5303 0.3578
7 S 0.0218 0.2686 -2.0180
8 H -1.3278 -1.4162 1.1678
9 H -1.2753 -1.9199 -0.5604
10 H 1.0426 1.7833 -1.0748

Atomic forces in eV per Å
C 0.958 1.254 1.532
C 0.044 0.149 1.153
C -0.936 -2.909 -1.157
O -0.774 -0.585 2.278
O 0.302 0.213 -1.751
O -0.034 1.546 -1.116
S 0.040 -0.590 0.444
H 0.324 0.845 -0.711
H 0.275 0.532 -0.130
H -0.199 -0.453 -0.543

Orbital gap (eV): 7.582
Net charge: -1
HOMO (eV): -3.8
SMILES: O=C(O)[C@]1([S-])CO1
LUMO level (eV): 3.75
Energy above the lowest of the compared OMol25 structures with the same formula, charge and spin (kJ/mol): 81.56

=====

Entry 6:
Computed, not measured: a 2-piece molecular cluster, C3H10N3O overall, with wB97M-V/def2-TZVPD.

Element x y z (Å)
1 C -1.7311 -1.6859 -0.8271
2 C -1.4745 -0.4627 0.0093
3 N -0.7398 -0.6503 1.1777
4 O -1.8152 0.6507 -0.3175
5 H -0.8258 -2.0319 -1.3211
6 H -2.4609 -1.4577 -1.5906
7 H -2.0920 -2.4962 -0.2011
8 H -1.0369 -0.0910 1.9629
9 H -0.4526 -1.5877 1.4046
10 N 2.0553 0.2655 -0.4967
11 C 1.2329 1.2616 -0.2901
12 N 1.4723 2.2687 0.5120
13 H 2.9025 0.1143 0.0401
14 H 1.7698 -0.4831 -1.1123
15 H 0.3153 1.2944 -0.8658
16 H 0.6994 2.8994 0.6852
17 H 2.1814 2.1920 1.2305

Atomic forces in eV per Å
C -0.018 -0.047 0.121
C 0.412 -0.301 0.319
N -0.140 -0.108 -0.394
O -0.118 0.410 -0.083
H 0.196 -0.011 -0.004
H -0.125 0.099 -0.100
H -0.061 -0.137 0.014
H 0.174 0.136 -0.003
H -0.267 -0.117 0.163
N -0.017 -0.274 0.094
C 0.224 0.091 -0.306
N -0.415 -0.371 0.436
H -0.144 0.151 -0.125
H 0.091 0.141 0.027
H -0.070 -0.025 0.002
H 0.223 0.092 -0.011
H 0.058 0.269 -0.150

Orbital gap (eV): 10.255
Net charge: +1
HOMO (eV): -13.8
LUMO level (eV): -3.51
Energy above the lowest of the compared OMol25 structures with the same formula, charge and spin (kJ/mol): 71.50

=====

Entry 7:
Computed, not measured: an isolated ion of composition C22H28NO and charge +1, with wB97M-V/def2-TZVPD.

Element x y z (Å)
1 C -2.7478 -1.2836 2.2433
2 C -2.3847 -0.0374 1.4510
3 H -1.3247 0.1713 1.6104
4 N -2.5986 -0.1114 -0.0331
5 H -1.8613 0.5072 -0.4294
6 C -2.3067 -1.4691 -0.5847
7 C -0.9079 -1.7653 -0.3574
8 C 0.2676 -1.9010 -0.1621
9 C 1.6965 -1.9074 0.0179
10 H 2.1227 -2.7865 -0.4667
11 H 1.9320 -1.9136 1.0830
12 C 2.2811 -0.6351 -0.6564
13 C 1.3958 0.5365 -0.2411
14 C 0.4408 1.0382 -1.1162
15 C -0.4129 2.0566 -0.7158
16 C -0.3111 2.5864 0.5630
17 C 0.6443 2.0910 1.4360
18 C 1.4910 1.0704 1.0382
19 H 2.2434 0.6999 1.7181
20 H 0.7374 2.5098 2.4260
21 H -0.9586 3.3942 0.8689
22 H -1.1159 2.4828 -1.4197
23 H 0.3822 0.6280 -2.1137
24 C 3.7256 -0.3628 -0.2673
25 C 4.2582 0.8785 -0.6083
26 C 5.5783 1.1806 -0.3320
27 C 6.3886 0.2421 0.2846
28 C 5.8707 -0.9974 0.6145
29 C 4.5478 -1.3025 0.3384
30 H 4.1755 -2.2812 0.5967
31 H 6.4981 -1.7372 1.0876
32 H 7.4191 0.4752 0.5024
33 H 5.9730 2.1489 -0.5992
34 H 3.6292 1.6178 -1.0869
35 O 2.1944 -0.8692 -2.0524
36 H 2.8203 -0.2947 -2.5078
37 H -2.4974 -1.4587 -1.6596
38 H -2.9560 -2.2072 -0.1135
39 C -3.9025 0.4837 -0.4950
40 C -5.1138 -0.3155 -0.0414
41 H -5.0948 -1.3307 -0.4277
42 H -6.0080 0.1653 -0.4295
43 H -5.2020 -0.3397 1.0403
44 C -3.8970 0.6582 -2.0100
45 H -4.6823 1.3561 -2.2875
46 H -4.0989 -0.2755 -2.5284
47 H -2.9531 1.0657 -2.3656
48 H -3.9394 1.4777 -0.0352
49 H -2.9562 0.8161 1.8191
50 H -2.6411 -1.0451 3.2984
51 H -2.0697 -2.1035 2.0241
52 H -3.7711 -1.6071 2.0814

Atomic forces in eV per Å
C -0.034 0.055 -0.186
C 0.144 -0.071 0.788
H -0.137 0.072 -0.176
N 0.155 0.309 -0.182
H -0.251 -0.244 0.189
C 0.104 -0.320 -0.293
C 0.434 -0.308 0.138
C -0.893 -0.204 -0.108
C 0.454 0.155 -0.220
H 0.105 -0.018 0.113
H 0.069 -0.035 -0.032
C 0.153 0.078 0.284
C 0.007 0.120 -0.126
C 0.103 0.007 -0.052
C 0.142 0.227 -0.037
C -0.086 0.054 0.029
C -0.030 0.038 0.088
C -0.062 -0.006 -0.111
H 0.108 -0.038 0.096
H 0.015 0.051 0.112
H -0.050 0.106 0.035
H -0.065 0.042 -0.079
H -0.008 -0.039 -0.071
C 0.006 -0.038 -0.065
C 0.001 -0.059 0.016
C 0.012 0.068 -0.081
C 0.031 -0.028 0.024
C 0.092 -0.042 0.043
C -0.120 0.055 -0.043
H -0.066 -0.115 0.035
H 0.065 -0.060 0.043
H 0.096 0.019 0.028
H 0.048 0.089 -0.020
H -0.041 0.094 0.001
O -0.194 -0.125 -0.091
H 0.058 -0.025 0.047
H -0.146 0.064 0.139
H -0.045 0.158 -0.053
C -0.557 0.158 -0.312
C 0.182 0.139 0.145
H -0.008 -0.128 -0.039
H -0.043 0.045 -0.045
H -0.049 -0.048 0.097
C 0.070 -0.012 0.157
H -0.053 0.049 0.013
H 0.006 -0.087 -0.059
H 0.107 0.052 -0.091
H 0.163 -0.161 0.014
H 0.068 0.029 -0.187
H 0.011 0.036 0.065
H 0.025 -0.090 0.001
H -0.096 -0.066 0.016

Orbital gap (eV): 9.660
Net charge: +1
HOMO (eV): -11.7
SMILES: CC[N@@H+](CC#CCC(O)(c1ccccc1)c1ccccc1)C(C)C
LUMO level (eV): -2.05
Energy above the lowest of the compared OMol25 structures with the same formula, charge and spin (kJ/mol): 0.00

=====

Number 1: strongest force on any atom 0.08956 Eh/bohr. Number 2: strongest force on any atom 0.06742 Eh/bohr. Number 3: strongest force on any atom 0.01847 Eh/bohr. Number 4: strongest force on any atom 0.08615 Eh/bohr. Number 5: strongest force on any atom 0.06355 Eh/bohr. Number 6: strongest force on any atom 0.01375 Eh/bohr. Number 7: strongest force on any atom 0.01793 Eh/bohr.